A 6-piece molecular cluster, C18H22Cl4N4O2 overall in a non-equilibrium geometry, computed with ωB97M-V/def2-TZVPD.

Results
HOMO: -9.7 eV
relative energy (zero: lowest compared OMol25 entry of this formula, charge and spin): 5.5 kcal per mole
structure (SMILES): C[N+](=O)[O-].c1ccncc1.c1ccncc1.c1ccncc1.ClCCl.ClCCl
spin multiplicity: 1

Cartesian coordinates (Å):
N  -2.92693  5.78020  -1.23087
C  -2.00007  6.70189  -0.98287
C  -0.61906  6.46295  -0.97248
C  -0.18897  5.15176  -1.10165
C  -1.14682  4.16259  -1.26213
C  -2.47147  4.53704  -1.39397
H  -2.30021  7.73362  -0.84105
H  0.05242  7.30967  -0.98723
H  0.84447  4.85120  -0.97872
H  -0.87933  3.11530  -1.29413
H  -3.18376  3.74648  -1.60578
N  0.45186  1.18007  2.13381
C  -0.61884  0.70650  2.78162
C  -1.22974  1.34503  3.84210
C  -0.74207  2.58940  4.22474
C  0.26575  3.14748  3.46477
C  0.94446  2.35632  2.54041
H  -1.01876  -0.23002  2.40930
H  -2.10729  0.95421  4.33834
H  -1.18811  3.16466  5.02524
H  0.73343  4.08726  3.73709
H  1.72469  2.82467  1.95182
N  4.94992  -1.37107  0.93641
C  3.73317  -1.04836  1.38351
C  2.70201  -1.96434  1.47891
C  2.95257  -3.29084  1.12402
C  4.18190  -3.62644  0.57454
C  5.14086  -2.62754  0.51431
H  3.62746  0.00294  1.61894
H  1.77267  -1.75094  1.99055
H  2.15229  -4.01020  1.23060
H  4.37366  -4.64627  0.27207
H  6.18206  -2.80377  0.26580
C  -4.02795  -3.59022  -2.58668
N  -3.07797  -4.02002  -3.64525
O  -1.89392  -3.84571  -3.44129
O  -3.52195  -4.66816  -4.56347
H  -3.88494  -2.53676  -2.36647
H  -3.82025  -4.17763  -1.69716
H  -5.02126  -3.81021  -2.95979
C  1.08705  -4.59815  -2.30722
Cl  1.42067  -5.91869  -3.50218
Cl  0.53912  -5.35528  -0.80320
H  2.01184  -4.05695  -2.16664
H  0.24095  -4.01880  -2.64800
C  -0.77848  -0.68885  -0.40645
Cl  -0.16974  -1.23251  -1.95862
Cl  -2.44065  -1.25141  -0.14002
H  -0.14758  -1.15925  0.34010
H  -0.67916  0.38712  -0.33568

Here are the natural (NBO) charges for atoms 1 to 5, given in e: -0.4111 0.0385 -0.2627 -0.1709 -0.2610